Density functional theory data (ωB97M-V/def2-TZVPD) for a molecular structure, C18H12F3I3IrNO3S.

F_max ... 3.2 eV/A
E ... -2668.4283 hartree
Net charge ... +1
Spin multiplicity ... 2

XYZ file:
```
42
Properties=species:S:1:pos:R:3:nbo_charge:R:1
Ir 0.938 0.260 0.305 0.9414
O 0.371 2.365 1.008 -0.5961
N -0.707 2.530 1.684 0.0339
C -0.734 3.452 2.659 0.0394
C -1.875 3.693 3.385 -0.2374
C -3.041 2.983 3.091 -0.1343
C -3.000 2.027 2.102 -0.2229
C -1.813 1.775 1.412 0.0125
S -1.708 0.515 0.261 0.0863
H 0.194 3.985 2.809 0.2411
H -1.853 4.433 4.169 0.2475
H -3.947 3.166 3.645 0.2430
H -3.868 1.445 1.839 0.2482
I 3.383 0.986 1.579 0.3441
C 4.980 0.338 0.241 -0.6984
I 4.345 -0.387 -1.665 0.2198
H 5.513 -0.464 0.743 0.2400
H 5.627 1.193 0.072 0.2387
I 1.061 2.107 -2.061 0.4913
C 0.089 0.497 -3.078 -0.0887
C -0.586 0.773 -4.245 -0.2352
C -1.222 -0.259 -4.932 -0.2026
C -1.116 -1.551 -4.477 -0.1608
C -0.368 -1.853 -3.324 0.0291
C -0.153 -3.187 -2.921 -0.1800
C 0.650 -3.477 -1.841 -0.1974
C 1.184 -2.444 -1.070 -0.2391
C 0.901 -1.111 -1.349 -0.0872
C 0.218 -0.801 -2.556 -0.2135
H -0.621 1.778 -4.630 0.2336
H -1.781 -0.038 -5.824 0.2367
H -1.593 -2.359 -5.007 0.2288
H -0.591 -3.982 -3.507 0.2282
H 0.865 -4.502 -1.577 0.2372
H 1.810 -2.711 -0.233 0.2467
F -0.279 -3.239 3.731 -0.2973
C -0.464 -1.924 3.801 0.9020
F -0.039 -1.507 4.995 -0.3028
F -1.788 -1.689 3.743 -0.3116
C 0.205 -1.140 2.634 0.6978
O 0.070 0.090 2.671 -0.6555
O 0.742 -1.767 1.715 -0.6067
```